Entry 1:
28
Properties=species:S:1:pos:R:3 method="wB97M-V/def2-TZVPD" smiles="O=C1OCCO1.O=C1OCCO1.BrCCBr" de_lowest_kcal_mol=0.0 lumo_energy_ev=0.2582 gap_ev=10.17
C 0.479 -0.823 -1.587
C 2.119 -1.753 3.095
H -3.550 2.995 -0.401
H -1.736 3.116 1.042
C -0.830 -0.889 -3.431
H 1.855 -2.767 3.378
H -3.830 1.797 0.845
H 0.125 -0.301 -0.697
H 1.168 -1.596 -1.234
O 1.296 -0.780 3.726
C 0.821 0.078 2.811
O -0.659 -1.393 -2.199
Br -0.645 2.642 -1.126
O 0.162 -0.046 -3.745
C -1.758 2.220 0.426
H 1.275 1.088 -2.422
O 0.241 1.097 3.065
Br -3.467 0.588 -1.296
H 1.229 -2.389 1.223
C -3.202 2.042 -0.010
C 1.114 0.038 -2.669
H 2.084 -0.290 -3.046
H 3.174 -1.569 3.290
H 2.703 -1.430 0.960
O -1.736 -1.167 -4.136
H -1.343 1.388 0.982
C 1.828 -1.556 1.594
O 1.082 -0.340 1.563

Entry 2:
7
Properties=species:S:1:pos:R:3 method="wB97M-V/def2-TZVPD" de_lowest_kcal_mol=72.4 lumo_energy_ev=-1.9180 gap_ev=6.63
H -0.988 -0.894 -1.824
H -0.502 -0.093 0.267
Si 2.028 -0.763 -1.016
H -0.553 0.638 0.229
H 2.504 0.734 -1.174
S 2.976 -2.337 -0.280
Si 0.392 -0.700 -2.635

Entry 3:
20
Properties=species:S:1:pos:R:3 method="wB97M-V/def2-TZVPD" de_lowest_kcal_mol=29.0 lumo_energy_ev="-3.0134 / -8.7386" gap_ev="12.53 / 6.65" spin_multiplicity=2 charge=+1
O 0.388 2.603 -0.702
H 0.946 -2.033 1.679
H -0.456 -0.047 -1.746
H 0.933 2.176 -0.051
H -0.473 1.243 0.451
H -3.158 -0.569 -1.361
H 2.457 -1.207 1.750
C -0.934 -0.935 -1.329
H -2.144 -0.559 0.563
H -0.807 -1.674 0.691
C -2.374 -1.111 -1.893
C -1.133 -0.756 0.218
H -2.396 -0.898 -2.964
H -0.392 -1.829 -1.622
H 0.975 2.708 -1.473
O 1.942 0.910 0.947
H -2.678 -2.154 -1.804
N -0.233 0.277 0.728
N 1.477 -1.198 1.510
C 1.107 0.020 1.072

Entry 4:
39
Properties=species:S:1:pos:R:3 method="wB97M-V/def2-TZVPD" de_lowest_kcal_mol=48.7 lumo_energy_ev=2.4812 gap_ev=7.24 charge=-1
H -0.329 1.135 1.885
O -1.236 2.842 5.748
H -0.738 2.161 -2.495
H 1.504 0.187 2.907
O 1.270 -1.789 -3.927
H 1.272 -0.897 6.118
H -1.569 1.040 -1.383
H -0.930 -1.742 -2.531
H -0.317 -2.640 -1.138
H -0.919 -0.502 1.634
H 3.333 -1.672 -3.795
O 0.299 -0.746 -1.177
H 2.701 -3.072 -4.709
C 2.544 -2.010 -4.478
P 0.299 2.252 5.560
H -1.724 2.544 4.955
C 1.083 -2.495 -2.710
C 0.420 0.468 -1.893
H 0.518 4.026 4.391
H -3.247 0.221 -4.349
H 0.749 -1.395 2.978
O 0.707 3.088 4.198
O -1.494 0.460 -3.371
C -0.589 0.210 2.384
Al 0.232 -0.121 5.174
H -3.415 0.457 -2.596
H -1.281 -0.641 5.432
C -0.903 1.101 -2.251
C 0.602 -0.343 3.193
H 1.053 0.354 -2.776
C -0.051 -1.908 -1.903
H -1.452 0.410 3.015
C -2.862 0.767 -3.490
H 2.000 -2.463 -2.109
H -3.016 1.841 -3.653
H 0.852 -3.545 -2.943
O 1.103 2.706 6.707
H 2.608 -1.436 -5.400
H 0.924 1.146 -1.202

Entry 5:
91
Properties=species:S:1:pos:R:3 method="wB97M-V/def2-TZVPD" lumo_energy_ev=-2.7784 gap_ev=8.82 charge=+1
O -19.929 16.618 4.853
H -18.514 19.746 -2.782
O -13.567 25.918 -0.528
O -11.235 23.576 -5.246
C -16.039 26.449 -2.909
H -18.759 13.530 1.962
H -14.660 13.612 2.218
C -19.485 20.111 -2.266
C -14.562 14.021 3.145
C -20.436 17.554 4.076
C -17.933 13.213 1.275
Mg -17.821 17.918 2.716
C -10.602 22.450 -4.956
O -17.063 22.849 -2.992
H -23.279 19.090 3.604
H -12.391 27.806 -1.017
C -17.136 20.344 1.711
H -13.701 14.706 3.149
C -20.532 16.126 6.010
Cl -11.833 18.183 -3.694
H -11.841 20.376 -2.935
H -16.627 27.314 -2.501
H -14.481 13.272 3.874
O -16.774 13.436 2.080
H -19.160 20.637 -1.419
C -15.646 17.901 5.226
H -19.140 15.621 -1.100
O -16.469 18.066 4.321
H -12.960 29.069 -2.146
C -20.104 15.808 -0.665
H -16.669 25.660 -3.414
H -21.666 19.944 4.006
O -15.346 25.781 -1.881
O -14.787 18.770 5.635
H -9.184 20.222 -6.741
O -17.965 20.065 2.624
C -16.809 14.687 2.683
O -15.646 16.781 5.903
H -12.380 25.056 -4.283
C -9.111 20.944 -5.921
C -14.677 20.014 5.007
H -17.835 13.841 0.338
O -14.287 27.694 -1.621
C -14.926 16.616 7.167
O -20.752 17.059 -1.123
C -19.954 18.152 -1.148
C -14.322 26.451 -1.290
H -20.044 20.758 -2.933
H -15.050 17.476 7.796
C -16.481 22.382 -2.038
H -19.958 15.884 0.392
H -15.288 26.657 -3.718
O -17.661 15.533 2.513
O -10.592 21.877 -3.908
C -12.070 24.010 -4.072
O -20.359 18.985 -2.025
H -15.694 20.338 4.772
H -14.005 19.954 4.125
C -15.077 22.664 -1.511
H -13.441 29.162 -0.438
C -12.530 19.748 -3.410
O -9.993 22.058 -6.050
O -16.413 18.100 1.326
H -17.945 12.158 1.102
O -14.218 23.279 -2.077
H -21.021 16.944 6.567
H -21.395 15.385 5.768
O -18.934 18.264 -0.412
H -13.847 16.386 6.904
H -15.450 15.792 7.646
O -15.709 19.868 0.016
H -21.837 18.989 2.560
C -13.198 28.488 -1.273
C -16.355 19.278 0.973
H -20.861 15.105 -0.883
B -16.121 21.314 -0.097
O -15.011 22.216 -0.187
H -14.142 20.598 5.717
H -13.030 23.433 -4.019
H -9.281 20.459 -4.976
O -15.775 14.829 3.466
O -16.956 21.414 -1.263
Cl -13.099 20.543 -4.880
Cl -13.916 19.579 -2.346
O -16.939 21.481 1.200
H -8.068 21.253 -6.032
C -22.179 19.043 3.614
O -21.617 17.963 4.393
H -11.505 24.111 -3.180
H -19.730 15.663 6.628
O -19.803 18.009 3.076

Entry 6:
75
Properties=species:S:1:pos:R:3 method="wB97M-V/def2-TZVPD" lumo_energy_ev="-12.2841 / -11.9559" gap_ev="5.00 / 5.35" spin_multiplicity=2 charge=+3
H 2.033 -3.300 -1.445
H -1.092 3.355 2.585
C 2.331 -1.201 -1.841
P -0.201 -2.246 -0.997
H -0.087 -3.973 -3.566
H 0.372 5.144 1.521
C -0.147 3.268 0.676
H 3.171 -1.316 -1.140
N 1.034 0.026 1.600
H -0.063 4.296 -3.133
H -3.554 3.361 -2.164
H 2.409 -2.539 2.889
H -3.582 -3.342 -2.291
H -3.166 2.201 -0.880
H -1.579 -2.043 -2.860
C 1.633 -1.152 1.492
H 0.882 -3.220 0.878
C 1.081 1.679 3.508
H -0.969 -5.039 -2.413
C 2.117 -0.525 4.984
H -1.798 4.661 -3.321
P -0.186 2.215 -0.861
H -0.819 5.318 0.206
C -0.062 -3.530 0.396
H 2.917 1.218 -2.650
C -1.458 -2.914 -2.190
C 1.430 -2.463 -1.859
H -2.783 -4.088 -0.886
H 1.652 2.880 5.208
H -1.633 1.950 1.643
C 1.605 1.872 4.787
N 1.611 0.017 -1.482
C -1.018 4.368 -2.598
H -2.139 -3.734 1.024
C 2.366 1.266 -1.681
C 1.665 -0.677 3.676
H 0.746 2.868 1.184
H 0.864 -5.137 -0.815
H -0.938 -3.940 2.332
H -2.254 3.566 1.240
H -1.341 -2.308 1.712
H 1.329 2.889 -2.652
C -1.964 -0.106 0.233
C -1.186 -3.360 1.426
H -1.836 -4.313 -3.801
H 1.249 -2.705 -2.924
O -3.138 -0.115 0.454
H 2.797 -1.036 -2.844
C -2.817 -3.175 -1.509
H 0.696 2.522 2.939
C 1.465 2.515 -1.621
H 3.159 1.335 -0.917
H 1.965 -1.620 0.552
C -1.045 -4.137 -3.046
C -1.431 3.026 -1.972
H -2.920 3.951 -0.626
H 2.462 0.939 6.524
H -3.149 -2.326 -0.888
H -1.504 2.280 -2.781
H 2.490 -1.412 5.507
C -1.362 3.014 1.577
H 0.917 4.999 -0.165
C 0.088 4.776 0.520
N 2.015 -1.615 2.706
C -2.835 3.134 -1.358
H -1.011 0.027 -1.511
H 0.417 -5.590 0.862
C 1.077 0.385 2.969
H 2.015 3.294 -1.058
H -0.853 -5.419 -0.362
C 2.077 0.772 5.520
H -0.944 5.164 -1.845
V -0.160 0.002 -0.265
H 0.780 0.061 -2.086
C 0.107 -5.000 -0.024

Entry 7:
16
Properties=species:S:1:pos:R:3 method="wB97M-V/def2-TZVPD" smiles="CNCC(=O)OC" de_lowest_kcal_mol=39.7 lumo_energy_ev=0.8339 gap_ev=9.88
H 3.319 -0.586 -0.613
H -1.410 -1.101 -0.965
H -2.396 1.126 -0.626
H -3.512 -0.237 -0.375
H -0.388 0.500 1.212
C 0.584 0.432 -0.668
C -2.593 0.236 -0.011
N -1.518 -0.750 -0.019
O 1.844 0.830 -0.354
O 0.114 0.716 -1.739
C 2.786 -0.083 0.199
H -2.783 0.563 1.019
H 2.337 -0.833 0.857
C -0.235 -0.253 0.428
H 3.509 0.504 0.766
H 0.342 -1.064 0.890

Entry 8:
111
Properties=species:S:1:pos:R:3 method="wB97M-V/def2-TZVPD" de_lowest_kcal_mol=0.0 lumo_energy_ev=-6.9504 gap_ev=7.55 charge=+3
C -1.955 -2.436 0.857
H 0.583 -5.986 4.106
C -1.513 -2.443 -3.438
H -1.984 5.550 -2.616
H -0.772 -8.114 4.514
C -0.559 -0.581 -0.047
H 0.907 2.886 3.885
C 3.243 4.445 3.700
H -5.454 -4.227 -0.688
C 4.770 0.002 2.212
C -0.016 6.286 -0.120
C 5.383 2.528 -0.553
H 2.112 -0.072 3.202
H 2.876 2.204 -7.243
C 4.422 4.765 0.102
H 5.240 5.196 -0.481
C 0.272 1.303 -5.259
H -2.009 -5.733 5.728
H -1.890 3.859 1.360
C 2.851 0.481 3.790
H 3.337 3.675 4.471
H 2.173 4.815 1.862
H 0.834 6.537 -0.751
H -4.275 -3.493 -1.781
C -0.299 3.218 -6.610
C 0.878 3.690 3.147
C -1.623 -6.443 2.577
H -3.728 -4.561 -0.484
C 0.352 -2.256 1.533
C 4.803 3.366 0.587
C -0.729 -1.762 0.790
C -4.370 -2.588 0.175
H 2.880 5.351 4.194
C -0.650 2.278 -5.654
C -4.457 -3.791 -0.747
H 5.580 1.490 -0.278
H -2.884 0.067 -5.281
C 0.972 3.191 -7.176
H 5.160 -0.695 2.959
H -4.529 -3.743 -4.263
N -1.186 -5.207 3.211
C -1.680 0.994 -1.703
H -4.586 -2.838 1.211
F 1.280 -3.859 2.940
H -0.500 -6.511 6.262
H 6.326 2.961 -0.894
H 2.267 0.525 -5.547
H -0.366 4.988 -3.105
C -3.721 -3.025 -4.193
C -1.020 -4.062 2.402
Pb 1.654 1.747 -1.172
H 5.541 3.447 1.388
H 5.628 0.412 1.677
H -4.738 -1.546 -5.373
H 4.211 5.451 0.923
C -3.839 -1.791 -4.821
H -3.315 -6.769 3.892
H 4.243 4.662 3.317
H 2.319 1.235 4.371
H 1.315 -1.768 1.468
C -1.691 -0.185 -0.788
H -1.646 2.301 -5.223
H 0.194 3.387 2.350
H -1.679 3.803 -2.829
H -2.109 -8.102 5.452
C -2.560 -3.353 -3.502
C 0.206 -3.372 2.296
H -5.091 -1.826 -0.110
O 0.473 3.461 -0.476
C 1.544 1.282 -5.832
H -2.460 -4.327 -3.039
O -2.603 1.768 -1.762
C 3.938 1.081 2.901
C -2.790 -0.883 -4.766
H 4.592 1.719 3.501
C 1.892 2.227 -6.791
C -2.085 -3.576 1.668
C 2.268 4.020 2.606
H -0.052 -4.519 4.840
C -1.622 -1.200 -4.070
O -0.603 1.086 -2.479
H 0.453 4.565 3.649
H -2.859 3.459 -0.085
H 3.300 -0.222 4.499
C -2.875 -0.863 -0.639
H -0.601 -2.715 -2.916
H -2.246 -6.234 1.713
Ge -0.150 0.003 -3.944
H -2.826 5.132 0.541
H -3.039 -4.077 1.753
H -3.752 -0.530 -1.180
H 3.539 4.746 -0.549
N -3.037 -1.940 0.131
H 4.173 -0.581 1.504
H 4.719 2.523 -1.424
H -0.759 -7.024 2.215
H 1.239 3.922 -7.930
C -0.341 -5.455 4.371
H 1.108 -0.709 -3.421
H -2.701 -8.250 3.119
H -1.018 3.962 -6.927
Sb 3.086 2.412 1.459
N -1.584 -7.551 4.774
C -2.252 4.218 0.399
C -2.424 -7.289 3.547
O 0.545 0.031 -0.061
H -0.773 7.064 -0.200
As -0.744 4.621 -0.687
C -1.114 -6.258 5.401
C -1.249 4.752 -2.514
H 0.304 6.192 0.916